Here is a 2-piece molecular cluster, C4H11NO2 overall in a non-equilibrium geometry from OMol25. Energies are from the ωB97M-V functional and the def2-TZVPD basis.

Properties
Gap between HOMO and LUMO ... 10.34 eV
SMILES ... CCCNC=O.O

Last column: Mulliken charge in e.
Geometry (Å):
H: -0.897 2.542 0.447  0.271
C: 1.549 1.427 -2.058  0.096
N: 0.175 1.750 -1.882  -0.209
C: -0.585 1.432 0.473  -0.424
H: 1.058 -6.405 2.233  0.335
C: -0.607 0.839 -1.004  -0.672
C: -1.586 0.614 1.301  -1.151
H: -1.416 0.594 2.425  0.307
H: -1.640 0.798 -1.367  0.320
H: -0.194 2.699 -2.151  0.253
H: 2.196 2.208 -2.648  0.282
H: 0.325 1.628 0.899  0.419
O: 1.964 0.488 -1.403  -0.530
H: -1.710 -0.286 0.884  0.430
H: 2.308 -5.904 1.342  0.329
H: -2.571 1.202 1.362  0.247
H: 0.010 -0.087 -0.826  0.362
O: 1.621 -5.536 1.972  -0.665


Here is a 10-piece molecular cluster, C26H76Cl2N15O15P3 overall in a non-equilibrium geometry from OMol25. Energies are from the ωB97M-V functional and the def2-TZVPD basis.

Properties
Gap between HOMO and LUMO ... 7.55 eV
SMILES ... CN(C)P(=O)(N(C)C)N(C)C.CN(C)P(=O)(N(C)C)N(C)C.CN(C)P(=O)(N(C)C)N(C)C.C[N+](=O)[O-].C[N+](=O)[O-].C[N+](=O)[O-].C[N+](=O)[O-].C[N+](=O)[O-].C[N+](=O)[O-].ClCCCl

Last column: Mulliken charge in e.
Geometry (Å):
H: -2.440 -3.495 -0.597  -0.304
N: -2.294 -1.771 3.457  1.231
H: 1.136 -2.380 -6.344  0.228
C: 0.576 -2.932 -1.562  -0.417
N: 0.158 3.484 -1.999  0.794
N: 1.934 -3.131 -2.004  0.511
C: -2.459 0.163 -7.014  -0.932
N: 2.930 -2.985 0.400  0.601
N: 3.820 0.282 5.290  0.244
O: -4.947 5.781 1.236  -0.576
C: 3.893 -0.749 6.309  -1.100
C: 2.616 2.072 2.365  -0.877
H: 2.952 -0.757 6.865  0.352
H: 5.873 0.647 5.038  0.289
O: -2.584 -0.852 4.196  -0.577
C: 1.956 1.681 7.184  -1.212
O: 1.720 -0.337 3.809  -0.583
H: 4.166 3.528 4.041  0.374
H: 1.535 1.192 8.072  0.377
C: 3.973 -0.279 -2.231  -0.788
C: 2.203 -4.176 0.786  -0.824
C: -0.708 4.334 4.199  -0.451
H: -0.305 0.393 5.023  -0.030
H: 1.523 -3.966 1.620  0.158
C: 2.117 -0.223 -0.636  0.135
H: 1.632 4.774 -2.733  0.324
H: -0.506 1.836 6.048  0.195
H: 5.229 -0.594 3.942  0.248
H: 3.744 -1.226 1.169  0.259
H: -0.330 0.231 6.779  0.308
H: 0.147 -2.075 -2.097  -0.427
H: 3.037 1.617 7.254  0.459
H: -5.786 -0.895 -2.232  0.388
H: -2.743 2.373 -5.573  0.390
H: -3.983 -3.751 0.267  0.248
H: 4.906 1.111 3.681  0.237
H: -0.818 -3.699 -5.377  0.227
O: -4.695 1.646 -1.106  -0.614
H: -4.148 -1.291 -5.223  0.336
H: 0.938 0.798 -5.423  0.276
P: 2.338 0.700 4.662  0.135
O: -1.555 -0.363 -3.214  0.050
H: 0.513 -2.762 -0.492  -0.009
C: 0.338 -1.632 -6.437  -1.574
C: -0.860 -1.947 3.125  0.096
H: 4.703 -0.535 7.006  0.339
H: -3.088 1.055 1.296  0.467
N: -4.032 5.057 0.918  0.990
H: 0.191 5.601 -2.043  0.326
C: -2.943 -4.052 0.186  -0.008
C: -2.140 1.517 1.013  -0.449
H: -2.342 -4.301 -4.640  0.492
N: -2.284 -2.226 -5.002  0.146
O: -3.344 4.421 1.691  -0.546
N: -2.269 0.328 -5.584  0.528
N: -4.861 0.452 -0.903  1.120
H: 4.606 -2.673 1.640  0.267
H: 3.270 3.188 5.524  0.302
C: -3.718 4.906 -0.538  -0.472
H: 3.012 -2.287 2.381  0.383
H: 1.359 4.811 -0.967  0.279
P: -1.539 -0.800 -4.617  -0.337
H: -4.129 -3.046 -5.612  0.367
H: -0.407 -0.973 3.018  -0.308
H: -0.468 -2.558 3.936  0.567
C: 0.960 -0.065 -4.728  -0.899
H: 4.889 -0.823 -2.453  0.348
H: 3.971 -1.754 5.880  0.294
H: -2.103 1.132 -1.082  -0.573
H: 3.396 -0.189 -3.164  0.072
H: 0.733 0.317 -3.738  -0.228
H: 1.658 2.736 7.264  0.147
O: -3.548 -6.243 0.548  -0.598
H: -0.538 1.054 -0.369  -0.033
C: 3.177 3.287 4.445  -1.044
N: -2.855 -5.498 -0.114  1.062
H: 1.468 -4.578 -3.446  0.306
H: -1.577 -0.295 -7.459  0.200
H: -2.468 -3.845 1.141  0.226
H: -0.674 5.036 3.374  0.366
H: -1.710 3.925 4.296  0.372
H: -0.732 -2.491 2.195  -0.413
C: -4.814 -0.435 -2.087  -0.362
N: 3.226 -0.967 -1.195  0.156
H: 3.228 1.251 1.981  0.211
O: -0.285 4.453 6.467  -0.556
H: -2.515 1.673 -4.003  0.105
O: 0.811 2.496 -2.260  -0.423
Cl: -1.692 -0.972 -0.076  0.517
O: -5.058 -0.046 0.182  -0.574
H: 1.287 -0.157 -1.364  -0.965
H: 2.517 4.154 4.302  0.264
N: 2.630 2.100 3.832  0.775
C: -2.945 1.473 -4.985  -0.966
N: 0.012 -1.077 -5.146  0.900
H: -0.501 -2.173 -6.876  0.581
H: -4.585 0.181 -2.950  -0.030
N: -0.467 5.100 5.454  0.985
H: -4.481 5.452 -1.078  0.328
H: 2.876 -4.980 1.122  0.360
H: 3.134 -4.031 -3.462  0.416
C: -1.581 0.799 -0.186  0.109
H: -4.088 -2.476 -3.933  0.194
Cl: -1.081 1.508 2.450  -0.012
C: -3.743 -2.268 -4.957  -1.013
H: 2.430 0.797 -0.418  0.854
H: -1.151 -3.421 -3.675  0.378
H: -3.329 -0.467 -7.223  0.266
P: 3.264 -2.627 -1.171  0.323
H: -4.030 1.353 -4.887  0.267
O: -0.452 6.312 5.384  -0.590
O: -2.099 -5.849 -0.998  -0.578
N: 1.434 1.061 5.987  0.554
H: 1.638 -4.608 -0.034  0.251
H: -2.574 1.139 -7.482  0.388
H: 1.861 -2.972 -4.121  0.201
H: -3.641 3.839 -0.703  0.014
C: 4.994 0.346 4.455  -0.884
O: -1.028 3.492 -1.722  -0.336
H: 0.660 -0.868 -7.155  0.318
H: 4.240 0.725 -1.889  0.356
C: -1.611 -3.499 -4.663  -1.130
H: 1.696 -0.743 0.224  -0.029
H: -2.386 2.553 0.794  -0.203
C: 2.108 -3.694 -3.332  -1.109
H: -3.997 -1.135 -1.929  0.016
O: -3.082 -2.581 3.018  -0.662
H: -0.042 -3.810 -1.797  0.658
O: 4.523 -3.160 -1.697  -0.913
H: 2.947 3.032 1.974  0.511
C: 0.886 4.777 -1.947  -0.945
C: 3.600 -2.263 1.466  -1.099
C: -0.003 0.868 5.951  -0.658
H: 1.610 1.860 1.995  -0.085
H: -2.762 5.396 -0.709  0.250
H: 0.067 3.583 4.090  -0.137
H: 1.976 -0.454 -4.835  0.521


Here is C16H13F3MnN6S as an isolated structure in a non-equilibrium geometry from OMol25. Energies are from the ωB97M-V functional and the def2-TZVPD basis.

Properties
Net charge ... +2
⟨S²⟩ ... 3.886
Gap between HOMO and LUMO (alpha / beta) ... 6.86 / 5.80 eV
2S+1 ... 4

Last column: Mulliken spin population.
Geometry (Å):
C: -3.632 -2.412 -3.534  -0.001
N: 4.794 0.317 -5.625  0.237
C: 0.681 -1.485 3.275  0.002
H: -0.345 -1.706 2.965  0.000
H: 0.254 0.499 6.056  0.000
H: 1.287 -2.378 3.081  0.001
H: -5.083 -0.091 -3.113  0.001
F: -4.913 -2.415 -3.854  0.000
N: 1.656 0.591 -2.408  0.201
H: -4.205 2.041 -2.140  0.000
N: 1.186 -0.376 2.463  0.024
C: 4.269 0.837 -4.754  -0.045
N: -1.403 0.222 -2.033  -0.072
C: 3.657 1.500 -3.665  0.360
H: 1.754 -1.212 5.140  0.000
N: 0.701 -0.213 0.066  -0.052
C: -3.557 1.188 -2.271  -0.003
H: 0.132 -1.858 5.297  0.000
C: -1.865 -0.940 -2.551  0.008
C: -4.048 0.005 -2.810  0.009
C: -3.189 -1.079 -2.955  -0.012
C: 2.593 1.002 -3.012  0.025
C: 1.918 0.666 3.166  0.002
H: -1.802 2.176 -1.483  0.000
F: -3.415 -3.389 -2.645  -0.001
C: -2.222 1.266 -1.898  -0.010
N: 4.673 3.765 -3.052  0.233
H: 1.615 1.934 4.851  0.000
H: 0.311 2.004 3.673  0.000
C: 0.933 -0.291 1.220  0.080
C: 0.736 -1.131 4.754  0.001
C: 0.203 0.282 4.991  0.001
S: -0.593 -2.157 -2.572  -0.088
C: 0.992 1.329 4.193  0.002
H: -0.849 0.311 4.702  0.000
H: 2.305 1.395 2.453  0.000
F: -2.916 -2.694 -4.626  -0.001
C: 4.222 2.745 -3.306  -0.047
Mn: 0.407 -0.439 -1.720  2.144
H: 2.759 0.190 3.680  0.001